(1)
Below is the ion C5H12N2 with charge +1, with properties calculated with the ωB97M-V functional and the def2-TZVPD basis.

Geometry as ORCA input:
```
! wB97M-V def2-TZVPD RIJCOSX def2/J DEFGRID3
* xyz 1 2
N -0.44642 1.20659 -0.65473
C -1.82965 0.92793 -0.46992
C -1.83837 -0.36490 0.38895
C -0.44300 -0.95490 0.17341
C 0.38511 0.34078 0.15885
C 1.87443 0.26620 -0.23363
N 2.57043 -0.79285 0.44567
H -0.01068 1.43851 -1.55413
H -2.36449 1.68453 0.12872
H -2.38469 0.86216 -1.40090
H -2.77164 -0.91518 0.29932
H -1.87695 -0.06913 1.44368
H -0.09192 -1.69639 0.88691
H -0.42779 -1.37647 -0.83332
H 0.36098 0.81568 1.14602
H 1.91812 0.02233 -1.29585
H 2.37222 1.20533 -0.00826
H 2.58771 -1.66698 -0.05392
H 2.41659 -0.93324 1.43314
*
```

The value obtained for the energy above the lowest of the compared OMol25 structures with the same formula, charge and spin is 32.96 kcal/mol. The expectation value of S² is 0.7544. Its LUMO energy (alpha / beta) is -2.955 / -7.728 eV.



(2)
Below is a cluster of 2 separate species, C17H25ClFN2O3S in total, with properties calculated with the ωB97M-V functional and the def2-TZVPD basis.

Geometry as ORCA input:
```
! wB97M-V def2-TZVPD RIJCOSX def2/J DEFGRID3
* xyz 1 1
Cl 5.04211 1.18030 -3.08974
C 4.43192 1.91115 -1.57465
N 3.22539 1.23461 -1.04449
C 2.02932 1.32515 -2.00567
C 0.82643 0.67855 -1.36236
N 1.20542 0.22573 -0.00881
F -1.26529 -0.92655 0.44102
C 1.61396 1.34021 0.84896
C 2.84817 1.96532 0.23639
C 2.22576 -0.83495 -0.09172
C 3.48236 -0.24052 -0.67838
H 5.24431 1.85033 -0.84434
H 4.20593 2.95845 -1.79784
H 1.87369 2.38146 -2.20397
H 2.33701 0.84236 -2.92555
H 0.00486 1.40630 -1.26086
H 0.50688 -0.20801 -1.93462
H 0.78382 2.06761 0.86799
H 1.82332 0.94170 1.85836
H 3.70486 1.89697 0.89866
H 2.68629 3.00337 -0.03362
H 2.40756 -1.21584 0.92750
H 1.82024 -1.62309 -0.74873
H 3.80523 -0.72759 -1.59111
H 4.30015 -0.23273 0.03586
C -2.57673 -5.10239 -1.85097
C -3.27879 -4.03503 -1.08236
O -2.25898 -3.41330 -0.22676
C -2.83219 -2.39472 0.45187
C -1.74672 -1.80238 1.33134
S -2.16702 -0.85403 2.94104
C -2.31258 0.81524 2.29343
C -3.24061 1.15673 1.29227
C -3.31274 2.47662 0.83827
C -2.40321 3.43961 1.27022
C -1.39665 3.05892 2.17199
C -1.36316 1.76048 2.68079
O -0.89757 -0.92085 3.68987
O -3.88309 -1.87242 0.19127
H -3.32174 -5.74939 -2.30263
H -1.95868 -4.68493 -2.64450
H -1.95040 -5.69429 -1.19242
H -3.78296 -3.30262 -1.72666
H -3.97052 -4.42821 -0.33577
H -0.94781 -2.49176 1.63712
H -3.85154 0.38934 0.83340
H -4.08467 2.75092 0.10961
H -2.46132 4.47267 0.91854
H -0.63630 3.77742 2.47933
H -0.53370 1.44809 3.31342
*
```

The value obtained for the energy above the lowest of the compared OMol25 structures with the same formula, charge and spin is 0.00 kcal/mol. Its LUMO energy is -2.501 eV.



(3)
Below is the ion C2H6IN2S with charge +1, with properties calculated with the ωB97M-V functional and the def2-TZVPD basis.

Geometry as ORCA input:
```
! wB97M-V def2-TZVPD RIJCOSX def2/J DEFGRID3
* xyz 1 1
N 0.48583 -1.98352 0.83404
C 0.57069 -0.85550 0.08891
I 2.45828 -0.00999 -0.19434
N -0.40998 -0.11951 -0.29709
C -0.61321 1.12290 -0.92065
S -1.07417 2.49145 0.39375
H -0.30383 -2.63035 1.01069
H 1.37528 -2.48803 0.90667
H -1.23096 -0.48526 0.01013
H -1.44074 1.22098 -1.58838
H 0.19600 1.48705 -1.52794
H -0.01319 2.24978 1.28420
*
```

The value obtained for the energy above the lowest of the compared OMol25 structures with the same formula, charge and spin is 1.59 kcal/mol. Its LUMO energy is -4.298 eV.



(4)
Below is a cluster of 2 separate species, C2H4Cl3FN2 in total, with properties calculated with the ωB97M-V functional and the def2-TZVPD basis.

Geometry as ORCA input:
```
! wB97M-V def2-TZVPD RIJCOSX def2/J DEFGRID3
* xyz 0 1
C -0.64386 0.46457 0.13300
C 0.60787 -0.34051 -0.30871
N -1.71505 -0.40369 0.42878
N 1.65706 0.06417 0.56882
F -2.18103 -1.04640 -1.28423
Cl -3.10810 0.36657 0.80216
Cl 3.00292 -1.00177 0.52536
Cl 2.28331 1.64144 0.09088
H -0.98567 1.21961 -0.60476
H -0.12998 0.80948 1.06776
H 0.45266 -1.43664 -0.05260
H 0.75986 -0.33682 -1.36645
*
```

The value obtained for the energy above the lowest of the compared OMol25 structures with the same formula, charge and spin is 142.39 kcal/mol. Its LUMO energy is -1.871 eV.



(5)
Below is a cluster of 2 separate species, C7H4BF4N2O6 in total, with properties calculated with the ωB97M-V functional and the def2-TZVPD basis.

Geometry as ORCA input:
```
! wB97M-V def2-TZVPD RIJCOSX def2/J DEFGRID3
* xyz -1 1
N 2.43439 -2.10426 3.54045
C 1.55585 -1.52422 3.16555
C 0.55680 -0.54940 2.55217
F -0.05814 0.20211 3.51653
C -0.43946 -1.31378 1.62179
F 0.30480 -2.26631 0.94379
C -0.94568 -0.32459 0.60108
N -1.33815 0.48313 -0.06486
C -1.59365 -2.07284 2.35145
O -2.81229 -1.38242 2.40379
O -2.77562 -0.40207 3.38326
H 1.11689 0.16475 1.91502
H -1.25278 -2.45350 3.34070
H -1.79011 -2.98251 1.74652
H -3.00273 0.40957 2.89849
B 0.77474 1.89101 -2.63302
O 0.43936 0.79357 -3.57375
C 1.01294 1.06191 -4.73672
O 0.93778 0.36804 -5.71841
C 1.76300 2.35930 -4.62660
O 2.39522 2.88916 -5.50427
O 1.62160 2.83808 -3.39999
F 1.49069 1.38223 -1.52628
F -0.39545 2.53303 -2.19669
*
```

Its LUMO energy is 2.361 eV.



(6)
Below is a structure of composition C11H25ErN7O5S, with properties calculated with the ωB97M-V functional and the def2-TZVPD basis.

Geometry as ORCA input:
```
! wB97M-V def2-TZVPD RIJCOSX def2/J DEFGRID3
* xyz 1 4
Er 0.12588 0.00419 0.06509
N -1.74322 1.71125 0.32178
C -2.99110 1.25480 -0.33017
C -3.46733 -0.06762 0.26589
N -2.44093 -1.12810 0.28825
C -2.51990 -1.91911 1.53929
C -2.24926 -1.10430 2.79685
N -1.07038 -0.26876 2.56625
C -2.63748 -2.07577 -0.82306
C -2.30620 -1.47434 -2.17566
N -0.93733 -0.94411 -2.12337
H -1.90207 1.76227 1.32256
H -1.54509 2.65612 0.00613
H -2.79174 1.15457 -1.39640
H -3.79685 1.98268 -0.20866
H -4.35025 -0.39955 -0.29061
H -3.79670 0.12762 1.28579
H -1.75245 -2.69132 1.47160
H -3.49879 -2.40658 1.62793
H -2.11589 -1.80747 3.62293
H -3.09451 -0.46726 3.05986
H -0.24958 -0.86245 2.56642
H -0.92743 0.36434 3.34494
H -3.66604 -2.45727 -0.83180
H -1.96874 -2.92329 -0.65352
H -2.99222 -0.66418 -2.42171
H -2.43105 -2.24608 -2.93855
H -0.72805 -0.41371 -2.96072
H -0.28267 -1.72309 -2.14056
O 3.00090 -0.78311 0.52977
S 1.95663 -0.91882 1.52839
O 0.81069 -1.70400 0.86732
O 1.31329 0.46134 1.68148
O 2.29832 -1.47116 2.79540
C 4.15149 -0.51112 -2.43398
N 3.68759 0.66392 -1.69588
C 4.55707 1.48767 -1.07404
C 4.13822 2.44500 -0.21519
C 2.74882 2.51023 0.05229
N 1.88147 1.73495 -0.60112
C 2.34935 0.74728 -1.39320
O 1.53466 -0.06882 -1.87738
N 2.25536 3.38648 0.94184
H 5.15114 -0.32155 -2.81385
H 3.47235 -0.70731 -3.25667
H 4.15374 -1.36852 -1.76118
H 5.60309 1.32454 -1.29194
H 4.83396 3.09835 0.28726
H 2.89390 3.83175 1.57909
H 1.33530 3.18940 1.29484
*
```

The value obtained for the energy above the lowest of the compared OMol25 structures with the same formula, charge and spin is 0.07 kcal/mol. The expectation value of S² is 3.7526. Its LUMO energy (alpha / beta) is -2.473 / -2.471 eV.